[1]
This record from the OMol25 dataset describes a molecular structure, C42H59Br45Cl2F3N3O3 at a distorted geometry. The level of theory is wB97M-V/def2-TZVPD.

Atoms and positions in Å:
H  1.60  13.32  -3.37
H  6.67  -9.85  3.78
C  0.47  -3.71  0.99
C  1.80  -0.65  -0.71
C  3.55  9.10  -2.88
H  4.21  1.66  -1.47
C  3.02  1.76  -1.39
H  -7.89  -0.87  12.47
C  -3.92  -5.01  10.44
H  -3.46  0.77  -0.90
O  1.40  -3.10  -0.02
Br  -3.41  -6.07  8.89
H  -0.94  -4.48  4.01
O  4.12  -1.98  2.04
Br  -2.63  -3.60  10.81
Br  4.36  -5.43  -7.74
Br  0.46  -4.35  -7.77
H  -3.92  -5.68  11.30
C  1.47  -4.06  2.29
Br  0.04  3.56  -5.08
H  -0.03  3.00  -0.64
Br  1.05  15.62  -4.16
Br  0.27  -7.35  7.20
Br  -0.21  10.28  -4.76
F  2.49  3.96  0.24
H  -2.78  -1.26  2.87
H  -3.46  -1.89  1.16
N  2.45  -3.30  4.85
C  -0.17  -4.48  -2.40
Br  4.90  10.66  1.49
Br  5.27  8.49  -2.21
C  3.41  -5.49  3.63
H  0.89  -2.19  3.65
C  -5.91  -3.34  -3.52
H  -1.35  -0.72  -2.81
H  1.01  -4.44  -2.23
H  -2.32  -0.40  0.03
H  -0.79  1.67  0.61
Br  2.37  14.63  -1.39
H  -2.71  -3.96  4.41
H  -2.47  -4.32  1.93
Br  7.85  11.66  2.31
H  0.49  1.08  -2.29
H  7.08  10.34  0.33
C  5.67  -9.58  3.40
H  -5.57  -4.36  -3.71
H  2.78  8.49  -2.40
Br  -8.58  5.45  -7.07
H  3.42  -0.97  -3.73
H  -0.44  1.17  -4.57
C  -1.96  -3.35  2.32
C  2.55  0.71  -0.23
Br  3.38  8.84  -4.80
Br  -4.69  3.50  14.28
H  3.10  -4.72  -4.14
C  -1.12  8.69  -5.41
C  -7.40  -0.39  11.61
H  3.18  -3.60  -1.87
C  -2.77  -0.19  -1.03
O  4.87  -0.92  2.14
Br  -5.59  -1.10  11.53
Br  -7.74  -3.22  -4.18
C  -0.71  2.06  -0.50
Br  -0.97  1.19  -7.01
C  3.36  -1.34  -2.60
C  1.60  -3.15  3.63
Br  -8.29  6.79  -9.99
H  -0.31  -5.26  -3.30
C  3.35  -4.48  4.89
H  -4.08  -2.63  2.88
C  -7.05  9.31  -4.38
C  0.84  -4.28  -9.67
C  -0.89  -5.11  -1.03
H  4.92  -7.73  -6.95
C  0.04  -5.13  0.29
H  3.50  0.55  0.47
H  -0.39  -1.72  1.97
Br  -7.41  1.53  11.95
H  3.91  -3.27  0.22
H  2.58  -6.13  1.37
Br  -4.71  -2.16  -4.50
Br  4.80  -11.23  2.86
H  -1.27  -2.34  0.43
Br  -0.59  13.64  -2.21
N  0.29  -0.39  -0.56
H  -0.63  -3.45  -2.73
Br  -5.81  -3.04  -1.60
C  3.78  -2.96  -2.68
C  -3.19  -2.20  2.25
C  -7.50  5.59  -8.68
Br  -8.15  8.84  -2.85
Br  -5.66  6.07  -8.28
H  -1.98  1.05  -2.87
H  -6.18  8.65  -4.36
H  1.70  -1.42  1.43
Br  -7.97  8.99  -6.06
F  2.97  3.85  -3.67
H  1.78  1.30  0.47
C  -1.70  -3.56  3.92
Br  5.94  -8.38  1.90
C  2.51  -5.38  2.27
H  -1.81  2.42  -0.82
C  -0.20  0.75  -1.40
H  4.91  -0.70  3.12
H  1.43  -1.97  -2.37
H  4.20  -0.70  -2.05
H  -0.10  -4.08  -10.18
H  2.36  -3.05  -4.60
F  1.97  5.64  -2.18
H  -5.74  4.99  15.98
Br  6.53  12.65  -0.46
C  -6.10  4.09  15.48
H  -0.12  -1.25  -1.04
C  3.68  -2.19  0.63
H  1.07  -5.60  -0.09
Br  -6.39  11.14  -4.26
C  6.65  11.21  0.85
H  4.94  -3.08  -2.56
C  1.15  -5.70  7.74
C  -1.61  0.20  -2.13
H  -1.27  -2.63  4.49
Cl  -0.65  -6.41  1.45
Br  3.19  10.95  -2.36
Br  -8.43  -0.85  10.03
C  2.05  -1.88  0.42
C  -0.75  -2.73  1.44
C  0.06  1.65  -5.42
Br  2.73  -7.41  -5.80
Br  -6.47  2.77  16.87
H  4.19  -3.42  -4.97
Br  0.21  -4.83  9.20
Br  2.06  -2.82  -10.11
H  -3.47  -1.04  -1.44
Br  4.73  -8.71  4.87
C  3.34  -3.55  -4.17
Br  1.49  -5.99  -10.35
C  1.17  14.18  -2.85
Br  -5.73  -4.31  10.27
Br  -2.92  8.53  -4.67
H  4.02  -4.67  5.84
C  2.71  3.34  -1.08
Br  1.42  -4.50  6.24
N  1.97  -1.09  -2.13
Cl  -2.60  -4.44  -0.88
H  -7.48  4.59  -9.14
Br  -7.72  4.59  14.52
C  2.57  4.25  -2.28
H  4.35  -1.44  0.00
C  4.48  -6.87  -6.44
Br  5.68  -6.42  -4.97
H  -1.04  -6.26  -1.32
H  -1.23  8.80  -6.49
H  2.62  1.52  -2.48
Br  1.87  0.94  -5.50
H  4.15  -6.42  3.70
H  2.14  -5.97  8.12
Br  -0.07  7.08  -5.10

Output
LUMO level (eV): -0.88
HOMO-LUMO gap (eV): 7.187
HOMO level (eV): -8.1
Multiplicity: 1
Molecular weight (g/mol): 4377.532
Electronic energy (eV): -3240203.3801

These are the Mulliken partial charges, in e, on atoms 1 to 4: H 0.062; H 0.361; C 1.163; C -0.897

---

[2]
This record from the OMol25 dataset describes a molecular structure, C40H37F3N4OP2S9Sc at a distorted geometry. The level of theory is wB97M-V/def2-TZVPD.

Atoms and positions in Å:
S  -6.42  1.45  3.70
H  5.02  3.30  -2.75
C  3.00  1.55  1.43
H  4.61  2.91  1.79
C  -0.91  -3.41  2.33
H  0.44  2.48  -4.39
H  -0.40  0.62  3.88
H  0.40  -5.62  3.06
H  0.71  -5.52  1.33
C  2.52  -0.73  -5.02
H  6.18  -2.03  -3.94
H  1.80  -3.21  -7.19
H  -2.08  -5.13  2.50
H  1.72  4.77  -0.88
H  4.31  -0.66  0.11
P  2.05  -2.02  -1.25
H  -2.25  2.60  -0.15
H  -2.16  4.33  -0.53
H  0.71  4.04  -2.14
C  1.45  2.67  -4.05
C  -3.00  0.29  1.47
H  3.92  4.97  -4.19
S  -3.54  2.10  3.35
H  5.49  -3.94  -5.34
C  -1.24  -4.79  1.90
C  3.64  -4.23  -4.30
S  -4.70  -0.06  1.80
C  -0.65  -1.31  3.48
H  3.53  -1.51  -6.73
F  6.84  1.39  3.44
C  3.40  4.06  -3.93
Sc  0.30  -0.02  0.18
C  4.85  -3.60  -4.54
H  4.02  -0.28  4.60
C  2.66  -1.58  -6.10
C  4.48  1.36  3.29
C  2.12  3.83  -4.40
F  5.76  1.43  5.30
H  -1.25  -0.25  5.08
C  5.70  1.84  4.02
N  -0.22  -2.54  1.70
C  -4.97  1.18  2.99
S  0.40  -3.09  -1.26
H  -1.58  3.09  -1.71
H  2.68  2.02  0.51
C  -2.46  1.29  2.21
C  4.02  3.13  -3.11
S  -2.28  -0.65  0.23
C  2.81  -3.58  0.91
P  1.19  0.21  -2.72
H  3.34  -5.07  -4.91
S  -0.80  1.82  2.18
C  -1.68  3.36  -0.66
S  -0.02  3.41  0.08
C  4.08  2.03  2.13
N  -0.07  -1.36  2.31
C  5.24  -2.52  -3.75
C  2.81  -3.77  -3.30
C  1.40  -0.82  -4.21
C  2.66  -0.13  2.94
H  5.75  -1.36  1.99
H  2.06  -0.97  3.25
C  1.68  -2.53  -6.36
H  1.85  -4.23  -3.12
C  3.75  0.26  3.70
H  3.28  0.01  -4.80
H  -0.21  -3.35  -5.77
C  3.59  -3.95  1.99
H  4.69  -1.21  -2.14
C  0.56  -2.61  -5.56
C  -0.05  -5.73  2.08
H  3.38  -4.86  2.53
H  0.12  5.47  -1.23
O  0.62  2.11  -0.31
C  4.12  -1.60  0.62
H  5.26  -3.44  3.22
C  0.41  -1.76  -4.48
C  4.64  -3.14  2.38
H  -0.37  -6.76  1.97
C  2.06  1.74  -3.22
S  -0.75  0.61  -2.57
C  4.41  -2.06  -2.75
H  -0.47  -1.81  -3.85
C  0.70  4.55  -1.19
C  3.35  1.97  -2.75
F  5.80  3.18  4.05
H  -1.53  -4.76  0.85
C  3.07  -2.41  0.22
C  3.18  -2.68  -2.53
N  2.28  0.49  1.82
C  2.05  -0.27  -1.26
H  3.79  1.24  -2.10
H  1.99  -4.20  0.57
C  4.92  -1.98  1.69
N  -0.56  -0.28  4.34
H  1.64  4.56  -5.03
S  -1.49  -2.79  3.89

Output
LUMO level (eV): 1.95
Relative energy (zero: lowest compared OMol25 entry of this formula, charge and spin) (kcal/mol): 10.54
HOMO-LUMO gap (eV): 5.971
HOMO level (eV): -4.0
Charge: -1
Multiplicity: 1
Molecular weight (g/mol): 1042.264
Electronic energy (eV): -195043.2412

These are the natural (NBO) partial charges, in e, on atoms 1 to 4: S -0.146; H 0.204; C 0.073; H 0.231

---

[3]
This record from the OMol25 dataset describes a molecular structure, C3H3EuO2 at a distorted geometry. The level of theory is wB97M-V/def2-TZVPD.

Atoms and positions in Å:
H  -2.28  0.12  0.43
H  -0.90  -0.51  -1.16
H  0.19  -1.64  -0.17
C  -0.41  -0.72  -0.18
Eu  3.36  1.04  -1.41
C  0.34  0.49  0.29
C  -1.49  -0.51  0.87
O  1.54  0.82  0.08
O  -0.36  0.91  1.25

Output
LUMO level (alpha / beta) (eV): -6.70 / -6.53
Relative energy (zero: lowest compared OMol25 entry of this formula, charge and spin) (kcal/mol): 125.67
HOMO-LUMO gap (alpha / beta) (eV): 2.884 / 3.172
HOMO level (alpha / beta) (eV): -9.6 / -9.7
Charge: +1
Multiplicity: 8
<S²>: 15.764
Molecular weight (g/mol): 223.019
Electronic energy (eV): -26571.5891

These are the Mulliken partial charges, in e, on atoms 1 to 4: H 0.142; H 0.226; H 0.276; C -0.334

---

[4]
This record from the OMol25 dataset describes a gas-phase ion, HO3S3 (charge -1) at a distorted geometry. The level of theory is wB97M-V/def2-TZVPD.

Atoms and positions in Å:
O  3.44  -0.06  0.02
O  1.48  -0.50  1.40
O  1.52  -1.01  -1.04
H  0.37  0.55  1.16
S  2.00  -0.19  0.04
S  1.28  1.80  -0.47
S  -0.63  1.30  0.68

Output
LUMO level (eV): 3.13
Relative energy (zero: lowest compared OMol25 entry of this formula, charge and spin) (kcal/mol): 17.49
HOMO-LUMO gap (eV): 7.843
HOMO level (eV): -4.7
Charge: -1
Multiplicity: 1
SMILES: O=S(=O)([O-])SS
Molecular weight (g/mol): 145.206
Electronic energy (eV): -38665.7594

These are the natural (NBO) partial charges, in e, on atoms 1 to 4: O -0.999; O -0.967; O -0.983; H 0.200

---

[5]
This record from the OMol25 dataset describes a single C5H9ClO molecule at a distorted geometry. The level of theory is wB97M-V/def2-TZVPD.

Atoms and positions in Å:
C  -0.56  2.40  1.17
H  -1.08  -1.50  0.27
C  0.02  1.43  -0.05
O  0.69  -0.39  -1.51
H  -0.15  2.17  -0.87
C  0.15  0.12  -0.31
C  -0.10  -0.92  0.74
H  -0.33  -0.48  1.64
C  0.45  -1.88  -1.64
H  -0.82  1.59  1.93
H  -0.61  -2.06  -1.80
H  0.24  3.00  1.45
Cl  1.43  -1.73  1.28
H  1.12  -2.45  -0.77
H  -1.48  2.98  0.95
H  1.02  -2.25  -2.47

Output
LUMO level (eV): 0.84
Relative energy (zero: lowest compared OMol25 entry of this formula, charge and spin) (kcal/mol): 91.35
HOMO-LUMO gap (eV): 9.620
HOMO level (eV): -8.8
Multiplicity: 1
SMILES: C/C=C(\CCl)OC
Molecular weight (g/mol): 120.579
Electronic energy (eV): -19897.2463

These are the natural (NBO) partial charges, in e, on atoms 1 to 4: C -0.607; H 0.242; C -0.253; O -0.519

---

electronic energy of number 3 (C3H3EuO2)?
-26571.5891 eV

---

What is the molecular weight in the fifth record?
120.579 g/mol

---

Which formula does entry 2 have?
C40H37F3N4OP2S9Sc